Entry 1:
Formula: C12H11AsBeBrNO6S
Source: the OMol25 dataset
Level of theory: wB97M-V/def2-TZVPD

## Properties
Total energy   -6192.99666 hartree
ΔE to the lowest compared entry with this formula, charge and spin   4.9 kcal per mole
Molecular weight   461.1 g mol⁻¹
HOMO-LUMO gap   8.52 eV
Maximum force   2.58 eV/A

Last column: natural (NBO) charge in e.
Element x y z (Å)
Br: 1.706 1.344 3.379  0.1532
As: -2.453 -0.948 2.077  1.7404
S: 0.394 -1.115 -0.544  2.4010
O: 1.001 -0.854 0.808  -1.1177
O: -1.266 -2.295 1.803  -0.8197
O: -0.615 -0.009 -0.632  -1.0782
O: 1.434 -1.192 -1.514  -0.9205
O: -3.095 -0.948 0.401  -1.0721
O: -1.247 0.247 2.086  -1.4040
N: 0.681 1.967 0.981  -0.6300
C: 2.196 4.185 0.504  -0.1304
C: -0.946 -4.716 -1.539  -0.2426
C: 1.523 2.398 1.891  0.1300
C: -0.246 -3.507 -1.505  -0.1456
C: -1.210 -3.009 0.678  0.3853
C: 2.389 3.470 1.683  -0.2502
C: 1.266 3.765 -0.497  -0.0466
C: -1.821 -5.062 -0.463  -0.1610
C: -0.458 -2.622 -0.426  -0.4634
C: 1.123 4.528 -1.784  -0.6464
C: -1.991 -4.171 0.580  -0.2570
C: 0.571 2.588 -0.196  0.0843
Be: -0.043 0.347 1.216  1.6885
H: 1.806 5.383 -1.826  0.2246
H: 1.278 3.944 -2.734  0.2398
H: 0.351 -3.220 -2.313  0.2362
H: -2.528 -0.530 -0.256  0.5063
H: 0.119 4.929 -1.945  0.2364
H: -2.699 -4.413 1.304  0.2206
H: -2.449 -5.928 -0.563  0.2145
H: -0.812 -5.470 -2.299  0.2162
H: 3.129 3.735 2.441  0.2471
H: 2.854 5.022 0.215  0.2245
H: 0.059 2.159 -1.012  0.2363

Entry 2:
Formula: C12H11BS2
Source: the OMol25 dataset
Level of theory: wB97M-V/def2-TZVPD

## Properties
Total energy   -1285.01123 hartree
SMILES   S=C1C=CC=C[C@@H]1BSc1ccccc1
Molecular weight   230.2 g mol⁻¹
HOMO-LUMO gap   7.73 eV
Maximum force   5.26 eV/A

Last column: natural (NBO) charge in e.
Element x y z (Å)
S: 2.540 2.456 -2.256  -0.0457
S: 0.145 -0.514 0.119  0.1599
C: -1.486 -0.057 0.641  -0.1755
C: -4.032 0.523 1.473  -0.1941
C: -3.584 0.996 0.250  -0.2126
C: 2.628 0.833 -0.039  -0.6662
C: 3.066 -1.306 -1.816  -0.1146
C: 3.320 -1.499 -0.434  -0.2913
C: 3.255 -0.427 0.398  -0.0691
C: 2.596 0.936 -1.570  -0.0331
C: -2.323 0.598 -0.248  -0.2039
C: -3.215 -0.341 2.236  -0.2115
C: 2.487 -0.280 -2.390  -0.2974
C: -1.932 -0.555 1.830  -0.2178
B: 1.086 0.884 0.505  0.3063
H: 0.485 1.763 1.087  -0.0153
H: 2.570 -0.209 -3.462  0.2382
H: -2.004 0.941 -1.272  0.2362
H: 3.295 1.655 0.387  0.2807
H: 3.336 -0.461 1.511  0.2153
H: -5.167 0.794 1.682  0.2233
H: 3.786 -2.403 -0.213  0.2196
H: 3.051 -2.303 -2.406  0.2088
H: -4.321 1.336 -0.389  0.2118
H: -1.278 -1.348 2.392  0.2278
H: -3.556 -0.818 3.124  0.2201

Entry 3:
Formula: C12H11CaCl3O2
Source: the OMol25 dataset
Level of theory: wB97M-V/def2-TZVPD

## Properties
Total energy   -2672.68144 hartree
Molecular weight   333.7 g mol⁻¹
Charge   -2
HOMO-LUMO gap   5.45 eV
Maximum force   4.64 eV/A

Last column: natural (NBO) charge in e.
Element x y z (Å)
Ca: -0.215 -0.022 0.333  1.7598
Cl: 0.660 -5.132 1.235  -0.0249
Cl: 0.701 -4.346 -1.628  -0.0452
Cl: -1.604 -0.891 2.195  -0.9061
O: 1.554 -2.206 1.550  -0.6908
O: 0.466 -1.899 -0.464  -0.8201
C: 0.767 2.683 0.354  -0.3488
C: -2.130 -0.399 -1.353  -0.4378
C: -2.670 0.680 -0.594  -0.3855
C: 1.303 -4.011 0.028  -0.2862
C: 0.261 2.342 1.637  -0.3933
C: 1.820 1.792 0.035  -0.4105
C: -1.143 0.137 -2.233  -0.4027
C: -2.037 1.870 -1.015  -0.3777
C: 1.028 1.246 2.127  -0.4118
C: -1.095 1.533 -2.034  -0.3739
C: 1.990 0.903 1.142  -0.4354
C: 1.087 -2.613 0.429  0.6977
H: -0.402 2.232 -2.526  0.1889
H: 0.827 0.684 3.049  0.2303
H: -0.631 2.770 2.118  0.2034
H: 2.395 -4.124 -0.008  0.2245
H: -0.478 -0.449 -2.882  0.2020
H: -2.293 -1.469 -1.146  0.2177
H: 0.357 3.459 -0.306  0.1955
H: -3.351 0.583 0.262  0.2202
H: -2.195 2.869 -0.575  0.1916
H: 2.357 1.735 -0.923  0.1945
H: 2.673 0.043 1.191  0.2246

Entry 4:
Formula: C12H11GaN7O2S2
Source: the OMol25 dataset
Level of theory: wB97M-V/def2-TZVPD

## Properties
Total energy   -3718.62766 hartree
ΔE to the lowest compared entry with this formula, charge and spin   0.0 kcal per mole
Molecular weight   419.1 g mol⁻¹
Charge   +1
HOMO-LUMO gap   8.76 eV
Maximum force   0.16 eV/A

Last column: natural (NBO) charge in e.
Element x y z (Å)
Ga: -0.573 -1.036 0.316  1.3516
S: -1.545 -3.145 0.348  -0.0590
S: 1.104 -0.573 1.636  -0.2239
O: -1.446 5.487 3.126  -0.5309
O: 0.415 6.214 2.174  -0.6507
N: 0.045 -5.095 -0.759  -0.3292
N: -5.262 0.520 -3.026  -0.3374
N: 1.065 -5.270 -1.648  -0.1983
N: 0.533 -1.769 -1.508  -0.6401
N: -1.695 0.233 -0.367  -0.9099
N: -3.463 1.379 -1.547  -0.5635
N: 0.565 -3.159 -1.405  -0.2287
C: -4.426 0.898 -2.331  0.4016
C: 0.673 1.157 1.889  -0.1848
C: -2.592 0.732 -0.967  0.7532
C: 2.450 -3.726 -3.007  -0.6778
C: -0.290 -3.827 -0.587  0.2573
C: -0.411 5.233 2.584  0.7688
C: -0.160 1.501 2.947  -0.1678
C: -0.494 2.829 3.149  -0.1502
C: 0.866 3.465 1.271  -0.1745
C: 0.023 3.817 2.318  -0.1610
C: 1.190 2.135 1.051  -0.2255
C: 1.385 -4.083 -2.045  0.3788
H: 1.476 -1.395 -1.421  0.4287
H: 2.933 -4.641 -3.341  0.2850
H: -1.160 3.119 3.950  0.2533
H: 1.253 4.215 0.591  0.2215
H: 2.037 -3.211 -3.876  0.2519
H: -0.546 0.734 3.606  0.2253
H: 1.843 1.863 0.232  0.2216
H: 3.201 -3.087 -2.541  0.2490
H: 0.114 -1.480 -2.391  0.4248
H: -0.371 -5.897 -0.308  0.4568
H: 1.265 5.863 1.887  0.4840

Entry 5:
Formula: C12H11N2O3Pd
Source: the OMol25 dataset
Level of theory: wB97M-V/def2-TZVPD

## Properties
Total energy   -926.65773 hartree
ΔE to the lowest compared entry with this formula, charge and spin   23.2 kcal per mole
Molecular weight   337.7 g mol⁻¹
Charge   +1
HOMO-LUMO gap   6.20 eV
Maximum force   1.09 eV/A

Last column: natural (NBO) charge in e.
Element x y z (Å)
Pd: 0.268 -2.082 -0.604  0.8462
O: -0.627 -2.085 2.955  -0.4650
O: 3.807 -3.334 1.204  -0.4261
O: 2.489 -2.879 -0.644  -0.5811
N: -0.165 -3.575 1.195  -0.6164
N: -1.766 -2.127 -0.398  -0.7123
C: 0.183 0.983 -0.980  -0.0614
C: 0.200 2.417 -1.057  -0.0796
C: 0.370 4.434 -2.355  -0.2024
C: 3.153 -3.110 0.291  1.0603
C: 0.082 3.178 0.108  -0.1943
C: 0.343 3.052 -2.291  -0.1911
C: 0.117 4.560 0.035  -0.2041
C: 0.260 5.188 -1.195  -0.1832
C: 0.199 -0.224 -0.944  -0.2833
C: -0.909 -2.505 1.880  0.6606
C: -2.080 -2.010 1.048  -0.3445
C: 0.616 -4.233 1.956  0.0715
H: 0.286 6.269 -1.249  0.2256
H: -2.217 -1.386 -0.928  0.4388
H: -2.969 -2.583 1.316  0.2484
H: 0.477 4.925 -3.312  0.2263
H: 0.037 5.149 0.939  0.2254
H: 1.057 -5.161 1.603  0.2065
H: -2.065 -3.030 -0.757  0.4182
H: 0.425 2.456 -3.190  0.2230
H: 0.706 -4.001 3.017  0.2108
H: -0.023 2.679 1.062  0.2179
H: -2.254 -0.966 1.294  0.2650

Entry 6:
Formula: C12H11O3
Source: the OMol25 dataset
Level of theory: wB97M-V/def2-TZVPD

## Properties
Total energy   -689.59262 hartree
ΔE to the lowest compared entry with this formula, charge and spin   27.1 kcal per mole
Molecular weight   203.2 g mol⁻¹
Charge   -1
HOMO-LUMO gap   7.11 eV
Maximum force   5.45 eV/A

Last column: natural (NBO) charge in e.
Element x y z (Å)
O: -0.886 0.983 -1.389  -0.5434
O: -0.495 0.289 -3.474  -0.6779
O: -0.785 -2.135 0.562  -0.6447
C: 1.341 1.184 0.117  -0.2218
C: -0.681 -0.026 -2.297  0.7727
C: -0.498 -1.328 -1.697  -0.4718
C: 1.231 0.853 2.937  -0.1810
C: 0.061 0.725 2.182  -0.2597
C: -2.493 0.560 0.375  -0.6450
C: -0.170 -2.520 -2.648  -0.5960
C: -0.633 -1.425 -0.384  0.6149
C: 0.121 0.860 0.765  -0.0216
C: -1.025 0.517 -0.024  0.1310
C: 2.441 1.347 0.980  -0.1895
C: 2.407 1.206 2.387  -0.3021
H: 1.181 0.481 4.017  0.1917
H: -0.850 0.493 2.519  0.1947
H: -2.928 -0.104 -0.338  0.2201
H: 1.424 1.368 -0.872  0.2198
H: -2.408 0.177 1.390  0.2136
H: -2.913 1.523 0.180  0.2023
H: 0.896 -2.241 -2.943  0.2041
H: -0.792 -2.488 -3.631  0.2051
H: 3.332 1.427 2.972  0.1999
H: -0.250 -3.438 -2.221  0.1975
H: 3.374 1.708 0.533  0.1873

Entry 7:
Formula: C12H12CuINO2S6
Source: the OMol25 dataset
Level of theory: wB97M-V/def2-TZVPD

## Properties
Multiplicity   2
Total energy   -4997.03486 hartree
Expectation value of S²   0.77
ΔE to the lowest compared entry with this formula, charge and spin   0.0 kcal per mole
Molecular weight   585.1 g mol⁻¹
HOMO-LUMO gap (alpha / beta)   6.92 / 6.02 eV
Maximum force   0.88 eV/A

Last column: Löwdin spin population.
Element x y z (Å)
I: -0.197 3.007 1.703  0.0006
Cu: -2.017 0.069 0.652  0.0540
S: -2.914 -3.101 3.946  -0.0027
S: -3.177 -1.782 -0.145  0.2612
S: -1.567 -0.776 2.735  0.2538
S: 0.961 -0.763 0.169  0.0058
S: -4.683 -5.444 4.095  0.1141
S: -4.356 -3.876 1.571  -0.0043
O: -2.941 1.954 0.081  0.0052
O: -0.032 0.167 -0.464  0.0019
N: -3.122 3.999 -0.822  0.0000
C: 3.621 0.946 -2.344  0.0000
C: 2.507 -0.265 -0.569  0.0003
C: 0.704 -2.295 -0.677  0.0027
C: 2.460 0.381 -1.801  0.0002
C: -3.293 -2.503 1.372  0.1458
C: 3.716 -0.361 0.111  0.0000
C: -2.598 -2.119 2.541  0.1517
C: 4.834 0.824 -1.681  0.0000
C: 4.881 0.167 -0.454  0.0000
C: -0.920 3.170 -0.294  -0.0001
C: -2.401 2.976 -0.314  0.0003
C: -4.022 -4.213 3.240  0.0060
H: -4.120 3.918 -0.882  0.0000
H: 1.525 -2.935 -0.413  0.0001
H: -0.606 4.146 -0.670  0.0000
H: 0.638 -2.098 -1.761  0.0001
H: 1.518 0.512 -2.327  0.0000
H: -2.693 4.826 -1.151  0.0000
H: 5.815 0.058 0.060  0.0000
H: 5.755 1.186 -2.138  0.0000
H: 3.799 -0.843 1.056  0.0000
H: -0.425 2.342 -0.805  0.0000
H: -0.240 -2.716 -0.310  0.0032
H: 3.586 1.443 -3.309  0.0000

Entry 8:
Formula: C12H12F3NO4S3
Source: the OMol25 dataset
Level of theory: wB97M-V/def2-TZVPD

## Properties
Total energy   -2314.10772 hartree
ΔE to the lowest compared entry with this formula, charge and spin   21.7 kcal per mole
Molecular weight   387.4 g mol⁻¹
HOMO-LUMO gap   3.00 eV
Maximum force   2.34 eV/A

Last column: natural (NBO) charge in e.
Element x y z (Å)
S: 1.895 0.249 1.175  2.0817
S: 3.065 -0.043 5.676  0.5271
S: 0.213 -0.787 6.090  0.5416
F: 3.619 -1.653 1.971  -0.3322
F: 4.541 0.074 0.955  -0.3113
F: 3.414 -1.422 -0.214  -0.3095
O: 2.038 0.918 2.459  -0.9866
O: -5.266 0.866 0.690  -0.4290
O: 1.770 1.027 -0.040  -0.9078
O: -5.595 -1.307 0.681  -0.4272
N: -4.836 -0.311 0.678  0.5083
C: 3.476 -0.753 0.960  0.7393
C: -0.620 -0.868 0.969  0.0152
C: -1.192 0.442 0.849  -0.2457
C: -2.553 0.608 0.732  -0.1526
C: -3.424 -0.507 0.679  -0.0766
C: 0.744 -1.054 1.223  -0.8004
C: -2.880 -1.816 0.715  -0.1551
C: 2.945 0.384 7.434  -0.5395
C: 1.455 -0.120 5.186  -0.4503
C: 2.044 -0.536 8.240  -0.4325
C: -1.514 -1.993 0.832  -0.2644
C: 0.597 -0.356 7.814  -0.5387
H: 1.243 0.125 4.149  0.3333
H: 2.366 -1.582 8.178  0.2324
H: 2.115 -0.225 9.287  0.2399
H: 3.991 0.334 7.772  0.2574
H: -3.002 1.601 0.676  0.2395
H: -0.546 1.320 0.808  0.2142
H: 1.178 -2.049 1.150  0.2412
H: 0.297 0.696 7.921  0.2423
H: -1.088 -2.998 0.809  0.2068
H: 2.577 1.417 7.475  0.2408
H: -0.079 -1.009 8.388  0.2580
H: -3.571 -2.651 0.647  0.2404